The following is a DFT calculation (ωB97M-V/def2-TZVPD) of C34H71F6N10O14S2V as an isolated structure.

```
138
Properties=species:S:1:pos:R:3:forces:R:3:mulliken_spin:R:1
V -4.475 1.283 0.706 1.7 -0.2 -1.6 3.2015
S -1.666 -0.236 -2.358 0.1 -0.1 -1.4 0.0110
S -1.446 -1.761 -0.110 1.2 -4.8 0.7 0.0340
F 0.081 -0.380 1.645 -0.7 0.4 1.3 -0.0001
F 1.186 -1.945 0.696 -0.5 -0.4 -0.1 -0.0005
F 0.773 -0.140 -0.303 0.5 1.7 -2.2 0.0005
F -3.785 -1.948 -2.516 0.7 0.3 -0.9 -0.0018
F -3.447 -0.745 -4.330 -0.5 0.5 0.5 -0.0012
F -2.128 -2.353 -3.971 -0.7 0.4 1.2 -0.0017
O -1.016 -3.412 7.999 0.3 -0.5 -1.7 0.0000
O -2.106 -2.380 1.054 0.8 2.2 -1.2 -0.0129
O -1.117 -2.779 -1.153 -0.6 2.8 1.9 -0.0617
O 4.607 1.317 8.760 -0.3 0.3 0.4 0.0000
O 7.153 1.924 -0.428 -2.5 0.1 -0.1 0.0000
O 3.201 4.733 -4.405 -0.6 -0.2 0.0 0.0000
O -6.214 2.795 -2.020 0.0 1.0 -0.8 0.0007
O -6.322 -6.595 2.306 0.5 0.1 0.7 -0.0001
O -2.003 1.098 -2.755 -0.7 -0.1 0.9 -0.0031
O 0.078 4.755 7.480 -0.5 -1.0 0.9 0.0000
O -2.113 3.968 0.760 1.3 1.3 -0.7 -0.0012
O -0.344 -0.687 -2.723 -1.3 0.3 1.2 -0.0209
O 3.083 -3.673 -5.722 0.4 -1.0 2.8 0.0000
O -1.617 2.495 -7.133 -0.1 0.3 -0.5 0.0000
N -2.214 -0.487 -0.672 0.1 1.0 -1.9 -0.1331
N 4.899 0.251 6.784 0.2 0.4 -0.2 0.0000
N -4.217 -6.985 1.666 3.5 -0.3 0.5 -0.0001
N 3.878 3.124 -5.863 -0.3 1.1 -0.7 0.0000
N 0.679 -4.163 6.761 3.9 -1.0 -1.4 0.0000
N 4.140 -4.974 -4.120 0.4 0.6 -0.7 0.0000
N -0.985 2.910 8.318 0.2 -1.6 0.3 0.0000
N -4.458 -4.408 -8.191 2.6 -3.7 1.9 0.0000
N -0.236 5.129 1.403 1.0 0.6 -1.1 -0.0002
N -6.804 4.794 -3.068 -0.4 0.5 0.4 -0.0005
C 1.346 -4.804 7.883 -0.5 -0.9 0.9 0.0000
C -3.072 -6.441 -7.083 -0.6 1.4 -0.4 0.0000
C 5.920 2.001 -0.556 3.0 -0.3 -0.7 0.0000
C 5.166 3.196 -0.072 -0.3 0.8 -0.2 0.0000
C -6.531 3.478 -3.024 -0.3 -0.2 0.6 0.0000
C 5.556 -0.963 7.280 0.0 0.0 -0.1 0.0000
C -7.488 5.452 -4.207 0.2 -0.1 -0.2 0.0001
C -0.646 1.883 7.273 0.8 1.7 0.9 0.0000
C -3.834 -5.310 -7.726 -1.8 2.9 -1.2 0.0000
C 4.457 1.303 7.565 1.1 -1.4 -0.1 0.0000
C 5.332 -5.235 -4.956 -0.2 -0.5 1.3 0.0000
C -3.929 2.850 -7.737 0.6 1.2 -0.8 0.0000
C -4.266 -6.335 0.387 -0.6 1.1 -0.8 -0.0001
C 5.148 0.899 -1.264 -0.5 0.1 0.4 0.0000
C -1.152 4.764 0.504 -0.7 -1.8 1.0 0.0013
C 0.864 6.057 1.049 -0.7 -0.2 -1.4 0.0000
C -2.547 4.650 -6.614 0.4 0.0 -0.1 0.0000
C 3.155 -4.182 -4.572 -0.6 0.9 -3.0 0.0000
C -2.554 3.249 -7.232 -0.1 -0.5 1.6 0.0000
C -0.495 -3.647 6.885 -3.3 2.3 2.8 0.0000
C 4.005 -5.614 -2.830 -0.1 0.4 -0.1 0.0000
C -0.186 4.677 2.753 -0.5 0.0 0.9 -0.0004
C -2.947 -7.675 2.102 -1.2 -0.3 -0.8 0.0000
C -6.702 5.661 -1.869 0.3 -1.2 -0.2 -0.0004
C -0.571 4.179 8.364 0.9 1.7 -2.1 0.0000
C -2.869 -1.412 -3.358 1.0 -0.9 0.0 -0.0054
C -1.830 2.387 9.379 -0.9 0.3 -0.4 0.0000
C -5.188 -6.983 2.566 -2.2 0.1 -0.7 0.0000
C 5.023 3.878 -6.387 0.8 -0.8 0.6 0.0000
C 4.767 0.312 5.348 -0.4 0.5 -0.4 0.0000
C 3.042 3.651 -4.943 0.8 -0.1 -0.1 0.0000
C 1.331 -4.454 5.468 -1.0 -0.1 0.4 0.0000
C 3.816 1.737 -6.198 0.7 -1.3 -0.6 0.0000
C 0.276 -0.986 0.498 -0.8 -2.4 0.8 -0.0045
H -4.899 -7.471 3.510 -0.2 0.2 0.1 0.0000
H 3.047 -5.300 -2.417 -0.1 -0.3 0.0 0.0000
H 4.653 0.365 -0.453 0.0 -0.4 0.1 0.0000
H -2.191 -6.065 -6.563 0.1 0.2 -0.3 0.0000
H 4.032 -6.698 -2.944 0.1 0.0 0.2 0.0000
H 5.733 0.211 -1.874 0.3 0.2 0.4 0.0000
H 2.252 2.907 -4.756 -0.4 0.4 0.5 0.0000
H 0.697 -4.185 4.623 -0.2 0.2 0.2 0.0000
H -4.265 3.781 -8.193 -0.6 -0.1 -0.2 0.0000
H 4.632 3.660 -0.901 -0.4 -0.4 -0.2 0.0000
H -3.929 2.098 -8.526 0.0 -0.3 0.5 0.0000
H 5.190 3.848 -7.464 -0.9 0.0 -0.2 0.0000
H 3.070 1.108 -5.713 -0.3 0.7 0.3 0.0000
H -4.584 2.682 -6.882 0.0 -0.4 -0.1 0.0000
H 5.666 0.026 4.800 0.1 -0.3 0.3 0.0000
H -3.197 4.700 -5.740 -0.4 -0.2 -0.1 0.0000
H 5.094 4.905 -6.029 -0.4 -0.3 0.1 0.0000
H -0.934 4.799 9.198 -0.1 -0.6 0.3 0.0000
H 2.278 -3.929 5.344 0.1 -0.2 0.3 0.0000
H -1.037 -3.311 5.988 0.4 -0.3 -0.3 0.0000
H 0.727 4.129 2.985 0.1 0.0 -0.2 -0.0001
H -6.056 5.150 -1.155 0.5 0.3 -0.3 0.0007
H -1.573 4.940 -6.218 0.1 -0.1 -0.4 0.0000
H 3.924 -0.278 4.988 0.0 -0.3 -0.1 0.0000
H -3.313 -5.956 0.018 0.4 -0.7 0.3 0.0001
H 6.217 -5.015 -4.358 0.1 0.4 0.0 0.0000
H 5.795 4.024 0.256 0.4 -0.5 0.4 0.0000
H -7.110 6.470 -4.294 -0.1 0.0 0.2 0.0000
H 4.769 1.279 -5.933 0.2 -0.1 0.1 0.0000
H 4.572 1.329 5.007 -0.1 0.2 0.3 0.0000
H 1.433 -5.539 5.449 0.5 0.0 -0.3 0.0000
H -2.901 -7.716 3.190 0.1 0.2 -0.1 0.0000
H -2.910 5.367 -7.350 0.1 0.2 0.1 0.0000
H -6.687 3.038 -4.022 0.2 -0.3 0.2 0.0001
H 3.706 1.529 -7.263 -0.1 0.4 -0.2 0.0000
H -2.774 -7.125 -7.878 -0.2 -0.3 0.4 0.0000
H -1.039 4.039 2.983 0.0 0.2 0.0 0.0004
H -6.310 6.620 -2.207 -0.1 0.0 0.4 0.0000
H -0.027 2.319 6.489 -0.6 0.5 -0.2 0.0000
H 4.738 -5.258 -2.106 0.4 -0.2 -0.1 0.0000
H 6.576 -1.065 6.910 0.2 0.4 -0.1 0.0000
H 0.821 6.277 -0.017 -0.3 -0.1 -0.2 0.0000
H 0.869 -4.581 8.837 -0.3 0.2 -0.4 0.0000
H 2.409 -4.652 8.066 0.1 0.7 -0.8 0.0000
H 0.752 7.038 1.510 0.2 -0.3 0.6 0.0000
H 5.895 3.324 -6.039 0.4 0.2 0.3 0.0000
H 2.335 -4.070 -3.847 0.0 0.1 0.0 0.0000
H -4.755 -6.895 -0.410 0.1 -0.4 0.1 0.0000
H -7.627 5.739 -1.298 -0.4 0.3 -0.5 0.0000
H 5.381 -6.317 -5.076 0.0 0.0 -0.7 0.0000
H 3.999 2.123 6.990 0.0 -0.1 -0.1 0.0000
H -4.825 -5.400 0.419 -0.4 -0.1 0.5 0.0000
H -3.701 -6.840 -6.287 -0.1 -0.5 -0.4 0.0000
H 1.232 -5.873 7.701 0.1 -0.3 0.2 0.0000
H -2.030 -7.259 1.683 -0.3 0.4 0.0 0.0000
H 5.046 -1.824 6.846 -0.3 -0.1 0.2 0.0000
H -2.682 1.963 8.846 -0.2 -0.4 0.4 0.0000
H -1.418 1.635 10.052 0.4 0.0 -0.3 0.0000
H 0.069 1.184 7.707 -0.6 -0.6 0.2 0.0000
H -0.875 5.166 -0.482 -0.8 -0.1 -0.1 -0.0001
H -7.329 5.021 -5.196 0.4 -0.6 0.3 0.0000
H -3.050 -8.695 1.732 0.4 -0.2 0.1 0.0000
H 1.850 5.597 1.121 -0.1 0.0 0.8 0.0000
H 5.352 -4.662 -5.883 -0.4 -0.2 0.2 0.0000
H -1.587 1.463 6.917 0.3 -0.3 0.0 0.0000
H -0.199 5.587 3.353 -0.1 -0.3 0.5 -0.0002
H -8.572 5.474 -4.094 0.0 0.1 0.4 0.0000
H 4.445 2.935 0.703 -0.1 0.0 0.0 0.0000
H -2.247 3.193 9.982 0.3 0.1 0.0 0.0000
H 5.621 -1.060 8.364 -0.5 0.4 -0.1 0.0000
H 4.312 1.246 -1.872 0.1 0.4 0.0 0.0000
```
Forces are in eV/Å.

Spin multiplicity: 4
Expectation value of S²: 3.8864
Total charge: +1
DFT total energy in eV: -143620.3201
M in g/mol: 1073.1